Entry 1:
Here is C3H6N2O as an isolated structure from the Open Molecules 2025 dataset. Energies are from ωB97M-V with the def2-TZVPD basis set.

Results
Kohn-Sham gap (spin up / spin down): 9.0 / 6.3 eV

```
! RIJCOSX wB97M-V def2-TZVPD def2/J DEFGRID3
* xyz 0 1
O -1.36258 -1.21549 0.41434
N -1.34125 0.47959 0.95079
N 0.45249 -1.54162 -1.00959
C 0.14072 0.40686 0.52960
C 0.67518 1.43966 -0.30415
C -0.23765 -0.93231 -0.07879
H 0.06445 1.77030 -1.14590
H 1.21415 -0.94912 -1.35683
H -1.42461 0.39328 1.97378
H 0.10872 -2.33089 -1.53805
H 0.77007 0.22028 1.40471
H 1.30515 2.19824 0.15259
*
```

Charges obtained by Mulliken population analysis, quoted in units of e:
1 O -0.43
2 N -0.54
3 N -0.33
4 C 0.40
5 C -1.06
6 C 0.30
7 H 0.30
8 H 0.27
9 H 0.29
10 H 0.25
11 H 0.27
12 H 0.28

=====

Entry 2:
Here is a 2-piece molecular cluster, C4H6ClNO3 overall from the Open Molecules 2025 dataset. Energies are from ωB97M-V with the def2-TZVPD basis set.

Results
Kohn-Sham gap: 10.3 eV

```
! RIJCOSX wB97M-V def2-TZVPD def2/J DEFGRID3
* xyz 0 1
Cl 3.95578 -1.08067 1.23845
O 1.98422 1.96363 0.82027
O 2.20339 2.99762 -1.02152
O 3.31223 1.22609 -0.77721
N 2.56863 2.06588 -0.45304
C -0.88650 -0.01056 0.10547
C 2.44134 -0.97287 0.58518
C 0.03786 -1.03066 -0.55685
C 1.46033 -1.01277 -0.11647
H -1.98760 -0.30522 -0.19696
H 2.44034 1.35691 1.41989
H -0.17265 -0.87787 -1.58321
H -0.20922 -2.01097 -0.34905
H -0.60599 -0.21332 1.09610
H -0.59777 0.92328 -0.23570
*
```

Charges obtained by Mulliken population analysis, quoted in units of e:
1 Cl -0.14
2 O -0.41
3 O -0.56
4 O -0.46
5 N 1.07
6 C -0.99
7 C 0.28
8 C -0.62
9 C -0.14
10 H 0.29
11 H 0.35
12 H 0.37
13 H 0.35
14 H 0.34
15 H 0.28

=====

Entry 3:
Here is C47H33ClFN8O9ScSe as an isolated structure from the Open Molecules 2025 dataset. Energies are from ωB97M-V with the def2-TZVPD basis set.

Results
Kohn-Sham gap: 6.7 eV

```
! RIJCOSX wB97M-V def2-TZVPD def2/J DEFGRID3
* xyz 0 1
Se -2.02002 -4.98544 0.32313
Sc -0.21548 -2.18744 -0.24360
Cl -2.48981 1.99766 -3.94683
F 0.94959 2.53800 4.53688
O -2.93617 -2.39164 -5.37743
O -3.50130 -0.26438 -5.64341
O -1.58821 -3.75514 -3.76801
O -2.39350 -2.16966 -0.25664
O -4.54322 -2.10359 0.32783
O 4.12477 3.30631 -3.68167
O 1.45569 -2.09681 0.79218
O -0.73391 -0.51519 0.99005
O -0.58785 -3.47241 -1.79583
N 6.72308 -1.84292 -1.00029
N -2.89248 -5.20095 1.81235
N -1.14071 0.45425 -2.23622
N -0.76631 -3.96179 1.05944
N -4.03569 1.20560 2.65350
N 1.84090 -2.01480 -1.79681
N -0.77682 -0.82315 -2.00460
N 7.13478 -0.97387 -1.76697
C -3.39386 -1.69510 0.37830
C -1.38368 2.79309 4.63946
C -4.14377 0.15896 1.82336
C -2.28883 -4.47924 2.75642
C 6.30005 0.09372 -2.23449
C -2.91718 -1.11739 -5.02562
C -0.89955 3.48919 -0.12747
C -2.75251 -4.35373 4.09771
C 5.09620 -2.07776 0.72666
C -1.36502 -1.56297 -2.93003
C -1.44168 2.50485 -0.94098
C 4.38178 -2.04100 -2.94209
C 2.70382 -2.07347 0.39176
C 6.49637 0.50072 -3.54285
C 1.99713 -2.02449 -3.09738
C 0.44446 3.45783 0.21174
C -0.39900 -2.96890 3.26936
C -1.18134 -3.05446 -2.84703
C 4.25940 -1.96828 -1.53573
C 4.88068 2.25146 -3.27306
C -0.36626 1.26973 3.06521
C 5.34733 -1.93044 -0.61467
C -1.94438 0.51714 -3.32657
C -0.61373 1.50453 -1.42703
C 2.95270 -2.00772 -1.01674
C -0.88370 -2.86584 4.53416
C 4.26552 3.73935 -5.01983
C 3.79063 -2.13349 1.24046
C 4.72905 1.88214 -1.93295
C 0.73146 1.46004 -1.09602
C -1.77180 -0.07482 1.55132
C -3.08913 -0.51528 1.27383
C -2.11709 -0.76700 -3.81414
C 3.25839 -2.06505 -3.71766
C 1.25368 2.43711 -0.26704
C -6.09445 2.25111 1.76385
C -0.26369 2.19072 4.06505
C -3.88465 3.04069 4.80995
C -1.64357 0.94124 2.58879
C 5.77482 1.55703 -4.08163
C -2.77826 1.55504 3.13226
C -2.64320 2.47373 4.19442
C -5.26811 1.95754 3.01026
C 5.42249 0.80974 -1.41975
C -1.10524 -3.78856 2.34254
C -4.91609 3.25726 3.71874
C -2.05993 -3.55997 4.95376
H -2.39620 -3.44816 5.97492
H 1.09962 -2.02015 -3.70480
H 1.35922 0.66500 -1.48221
H -0.36491 -2.24327 5.25092
H 5.93140 1.83330 -5.11130
H -3.66014 3.96938 5.33403
H 2.29796 2.39346 0.01008
H -3.64428 -4.88253 4.39642
H 3.59767 4.58997 -5.13288
H -4.52442 3.96637 2.98322
H -1.24844 3.49431 5.45078
H 5.29363 0.53279 -0.38205
H 0.48902 -2.44608 2.93877
H -2.40397 -2.97090 -4.75740
H -5.83571 3.68043 4.12111
H 5.94198 -2.11550 1.40030
H 7.21657 -0.03085 -4.15020
H -5.13929 -0.16833 1.55899
H 5.35928 -2.09855 -3.39645
H 3.97381 2.95372 -5.72253
H -6.91930 2.90927 2.03187
H -6.51930 1.35930 1.31337
H 3.62259 -2.22848 2.30357
H 4.05425 2.45926 -1.31557
H -5.48085 2.75639 1.01840
H 3.32068 -2.12545 -4.79389
H 5.29178 4.05259 -5.22826
H -4.27696 2.33759 5.55187
H 0.49820 0.78816 2.63336
H -1.53826 4.27589 0.25096
H -5.84324 1.31986 3.69173
H -2.49483 2.50928 -1.17825
H 0.85884 4.22022 0.85553
*
```

These are the Mulliken partial charges, in e, on atoms 1 to 99:
1 Se 0.46
2 Sc -1.12
3 Cl -0.13
4 F -0.40
5 O -0.58
6 O -0.61
7 O -0.88
8 O 0.16
9 O -0.81
10 O -0.43
11 O 0.43
12 O -0.25
13 O -0.46
14 N -0.60
15 N -0.81
16 N -0.19
17 N -0.30
18 N 0.43
19 N 0.39
20 N 1.74
21 N -0.42
22 C -0.39
23 C -0.86
24 C -0.55
25 C 0.51
26 C -0.45
27 C 0.43
28 C -0.82
29 C -0.86
30 C -0.36
31 C -0.32
32 C -0.50
33 C -0.87
34 C 0.07
35 C -0.48
36 C -0.28
37 C -1.16
38 C -0.45
39 C 1.14
40 C 0.90
41 C 0.76
42 C -0.84
43 C 0.03
44 C -0.26
45 C -0.11
46 C 0.21
47 C -0.50
48 C -0.93
49 C -0.85
50 C -0.37
51 C 0.32
52 C 1.58
53 C -0.20
54 C 0.16
55 C -1.28
56 C -0.80
57 C -1.54
58 C -0.03
59 C -1.21
60 C 0.79
61 C -0.61
62 C -0.79
63 C 1.03
64 C 0.23
65 C 0.11
66 C 1.02
67 C -0.98
68 C -0.66
69 H 0.41
70 H 0.46
71 H 0.57
72 H 0.46
73 H 0.44
74 H 0.45
75 H 0.71
76 H 0.48
77 H 0.24
78 H 0.35
79 H 0.50
80 H 0.45
81 H 0.50
82 H 0.42
83 H 0.43
84 H 0.42
85 H 0.47
86 H 0.70
87 H 0.62
88 H 0.37
89 H 0.42
90 H 0.49
91 H 0.54
92 H 0.54
93 H 0.35
94 H 0.48
95 H 0.37
96 H 0.33
97 H 0.78
98 H 0.42
99 H 0.19

=====

Entry 4:
Here is C29H27BF7NO9S3SeTa as an isolated structure from the Open Molecules 2025 dataset. Energies are from ωB97M-V with the def2-TZVPD basis set.

Results
Kohn-Sham gap: 7.1 eV

```
! RIJCOSX wB97M-V def2-TZVPD def2/J DEFGRID3
* xyz -1 1
Ta -0.61461 -0.54660 1.00445
Se -1.45646 -1.61994 -1.23846
S 2.61137 -1.18287 1.87166
S -3.13790 0.94507 1.54317
S 0.94105 2.25505 1.15512
F 0.94763 -3.40505 1.35736
F -3.51946 -4.46504 2.65420
F -4.00916 -2.82866 -2.49630
F -5.61162 -5.32220 1.13592
F -1.67262 -2.81778 1.60066
F 1.51134 -2.13697 -0.46850
F -5.83804 -4.48929 -1.43770
O 7.59124 -1.71625 -2.72134
O -4.50902 1.10781 1.91397
O 0.89864 0.43715 -2.82178
O -2.69821 -0.50849 1.59425
O 0.50230 0.93602 0.43160
O 0.08628 3.31073 0.70997
O 7.06982 0.41808 -2.96520
O -2.64881 1.52853 0.31766
O 2.35423 2.41428 1.02327
N -0.28951 -0.52528 2.93392
C -0.24046 -1.12491 4.22160
C -2.11017 3.19061 2.72449
C -0.66923 0.92381 2.96529
C 0.53704 1.85026 2.84295
C -2.78339 -2.75828 -0.48026
C 0.32019 -2.51309 4.21923
C 6.90883 -0.79329 -2.36956
C -1.30366 0.84240 5.43344
C 0.96476 1.70954 5.10551
C -3.86101 -3.21282 -1.22546
C -0.65763 -0.53968 5.36525
C -0.47714 2.35310 -2.51773
C -2.70657 -3.21518 0.82247
C 5.87869 -0.86514 -1.29757
C 1.39408 2.23197 3.79710
C -2.08294 1.68493 2.80582
C -0.30462 1.96421 5.43057
C 4.33817 -2.22060 -0.03516
C 4.48034 0.14085 0.39133
C -1.84834 0.89105 4.00107
C 5.46210 0.25231 -0.58011
C -3.63428 -4.06302 1.38561
C 2.19294 -0.14184 -2.84766
C 3.89061 -1.09248 0.66156
C 5.31812 -2.10659 -0.99989
C 0.93830 1.83350 -2.61421
C 2.09636 -1.53310 -3.42976
C -4.69838 -4.49772 0.61587
C -4.80905 -4.07046 -0.69419
B 1.15781 -2.12006 0.88074
H 2.85672 0.48250 -3.46493
H 6.36978 1.01220 -2.66912
H 4.13342 1.01854 0.91741
H 3.89308 -3.18203 0.17982
H -0.47336 3.42921 -2.33958
H 3.07330 -2.02020 -3.39863
H 2.33652 2.70488 3.54978
H 5.65998 -2.97588 -1.54634
H 2.61131 -0.16950 -1.83375
H -1.02254 2.14748 -3.44006
H -0.71950 2.92088 5.12951
H 1.43574 0.77758 5.39915
H -2.34783 -0.06242 3.85227
H 1.35740 -2.51186 3.88342
H -1.28144 3.64504 3.25994
H -2.10082 0.87797 6.17824
H -2.07352 3.51969 1.69121
H -0.53327 -1.09976 6.28246
H 1.47414 2.30792 -3.45087
H 1.40028 -2.13550 -2.84981
H -3.04549 3.51602 3.18396
H 5.91128 1.22550 -0.75074
H -0.23103 -3.14906 3.52732
H -1.00710 1.87903 -1.69117
H 1.75586 -1.49192 -4.46575
H 0.26384 -2.93912 5.21916
H 1.50303 2.06644 -1.70235
*
```

Charges obtained by Mulliken population analysis, quoted in units of e:
1 Ta 0.76
2 Se -0.29
3 S -0.30
4 S 1.35
5 S 1.10
6 F -0.13
7 F -0.31
8 F -0.31
9 F -0.32
10 F 0.26
11 F -0.04
12 F -0.31
13 O -0.58
14 O -0.82
15 O -0.34
16 O -0.43
17 O 0.18
18 O -0.70
19 O -0.50
20 O -0.58
21 O -0.78
22 N 1.38
23 C 1.86
24 C -1.90
25 C -1.12
26 C -0.41
27 C 0.27
28 C -1.62
29 C 0.55
30 C 0.30
31 C -0.58
32 C 0.37
33 C -2.16
34 C -0.97
35 C -0.19
36 C 0.82
37 C -0.65
38 C 1.88
39 C -0.72
40 C -0.25
41 C -0.61
42 C -2.02
43 C -0.93
44 C -0.39
45 C 0.51
46 C 0.20
47 C -1.06
48 C -0.07
49 C -1.34
50 C 0.56
51 C 0.19
52 B 0.74
53 H 0.50
54 H 0.33
55 H 0.42
56 H 0.42
57 H 0.34
58 H 0.34
59 H 0.54
60 H 0.42
61 H -0.28
62 H 0.40
63 H 0.53
64 H 0.33
65 H 0.56
66 H 0.21
67 H 0.50
68 H 0.60
69 H 0.50
70 H 0.38
71 H 0.42
72 H 0.09
73 H 0.38
74 H 0.42
75 H 0.07
76 H -0.02
77 H 0.42
78 H 0.55
79 H 0.07

=====

Entry 5:
Here is one molecule with the formula C4H9N from the Open Molecules 2025 dataset. Energies are from ωB97M-V with the def2-TZVPD basis set.

Results
Kohn-Sham gap: 10.0 eV

```
! RIJCOSX wB97M-V def2-TZVPD def2/J DEFGRID3
* xyz 0 1
N -0.33737 -0.10195 -0.87088
C -1.55148 0.61245 -0.36916
C -0.02663 -1.32339 -0.11131
C 0.92569 -0.15334 -0.10047
C 1.14236 0.75759 1.12273
H -1.88891 0.24947 0.68474
H -1.31075 1.68622 -0.31476
H 1.90149 0.35264 1.85321
H 1.53080 1.76576 0.82646
H 1.79013 -0.22028 -0.77756
H -0.58122 -1.58094 0.82985
H 0.24640 -2.13123 -0.80355
H 0.11243 0.87041 1.64447
H -2.37845 0.36171 -1.09750
*
```

Charges obtained by Mulliken population analysis, quoted in units of e:
1 N -0.29
2 C -0.75
3 C -0.47
4 C 0.16
5 C -1.02
6 H 0.25
7 H 0.28
8 H 0.30
9 H 0.26
10 H 0.29
11 H 0.24
12 H 0.24
13 H 0.23
14 H 0.26

=====

Entry 6:
Here is one molecule with the formula C8H8N2O2S from the Open Molecules 2025 dataset. Energies are from ωB97M-V with the def2-TZVPD basis set.

Results
Kohn-Sham gap: 8.5 eV

```
! RIJCOSX wB97M-V def2-TZVPD def2/J DEFGRID3
* xyz 0 1
S -2.95686 -1.99718 -0.15028
O 2.37947 -0.43988 -1.75067
O 4.05410 0.16139 -0.49421
N 2.80994 -0.92198 1.70076
N 2.94304 -0.33942 -0.66933
C -0.43920 -0.30618 0.11977
C -1.84286 -0.48759 -0.11201
C 2.19520 -0.82700 0.61867
C -0.02354 0.98645 0.13295
C -2.53429 0.57299 -0.53050
C -2.08591 1.86023 -0.56424
C -0.75517 2.12882 -0.20498
C 0.72223 -1.29772 0.45954
H 0.29275 -1.79814 1.35166
H 3.88055 -0.79491 1.53392
H 0.71845 -2.00522 -0.52536
H -3.82809 -1.79760 0.83322
H 0.92025 1.32011 0.53807
H -3.45511 0.27639 -1.06502
H -2.71043 2.57352 -1.02826
H -0.28450 3.13292 -0.19369
*
```

Charges obtained by Mulliken population analysis, quoted in units of e:
1 S -0.29
2 O -0.51
3 O -0.58
4 N -0.54
5 N 0.91
6 C 0.70
7 C -0.15
8 C 0.09
9 C -0.15
10 C -0.36
11 C -0.51
12 C -0.79
13 C -0.43
14 H 0.38
15 H 0.33
16 H 0.31
17 H 0.17
18 H 0.29
19 H 0.36
20 H 0.39
21 H 0.36

=====

ΔE to the lowest compared entry with this formula, charge and spin: 138.0, 157.0, 14.0, 127.3, 36.1, 103.9 (kcal per mole)